[1]
6
Properties=species:S:1:pos:R:3 method="wB97M-V/def2-TZVPD" homo_lumo_gap_ev="8.235 / 7.141" relative_energy_kj_mol=463.8 lumo_energy_ev="-0.8 / -1.0" e_tot_ha=-952.251954
C -0.98690 -0.66219 -0.31014
N 1.38813 -0.25821 -0.15913
S -1.19172 -2.17779 -0.15731
Cl 1.82826 -1.81943 0.29057
H -1.36747 0.22672 -0.68462
H 0.97281 0.41002 0.50141

=====

[2]
7
Properties=species:S:1:pos:R:3 method="wB97M-V/def2-TZVPD" homo_lumo_gap_ev="7.547 / 7.534" relative_energy_kj_mol=297.5 lumo_energy_ev="-0.5 / -0.6" e_tot_ha=-1350.474899
C 1.41885 0.18782 0.06072
N -0.87310 0.63433 0.29592
S 2.64232 1.18320 0.09115
S -1.53304 -0.62957 -0.47703
Cl 1.32125 -1.43831 -0.12717
H -0.73823 1.21191 -0.45349
H -2.23804 -1.14937 0.60991

=====

[3]
7
Properties=species:S:1:pos:R:3 method="wB97M-V/def2-TZVPD" homo_lumo_gap_ev=9.694 relative_energy_kj_mol=196.7 lumo_energy_ev=-0.5 e_tot_ha=-991.265554
C -1.41517 -0.35378 -0.55674
O -0.58949 -0.09853 0.53811
O 1.28471 1.61651 0.18650
P 0.98269 0.20228 0.09137
Cl -2.98677 -0.26051 -0.00537
H 1.05837 -0.42699 -1.16027
H 1.66566 -0.67898 0.90641

=====

[4]
8
Properties=species:S:1:pos:R:3 method="wB97M-V/def2-TZVPD" homo_lumo_gap_ev="6.952 / 6.547" total_charge=-1 relative_energy_kj_mol=274.6 lumo_energy_ev="3.4 / 3.4" e_tot_ha=-1123.358911
C 1.09112 -0.72365 0.66098
O -0.96087 2.18088 -0.94933
O -2.54799 0.54352 -0.03365
O -0.24959 -0.23018 -0.81268
S -1.48526 0.83435 -0.97115
Cl 2.24030 -1.72700 -0.10780
H 1.33251 0.38768 0.83488
H 0.57977 -1.26561 1.37875

=====

[5]
6
Properties=species:S:1:pos:R:3 method="wB97M-V/def2-TZVPD" homo_lumo_gap_ev=9.420 relative_energy_kj_mol=130.6 lumo_energy_ev=-0.6 e_tot_ha=-916.021918
C 0.37708 -0.22219 -0.69139
O 1.05811 -0.03835 -1.64315
P -1.02311 -0.12224 0.35289
Cl 1.37696 -1.27231 1.20054
H -1.46442 1.01024 -0.35438
H -0.32463 0.64485 1.13549

=====

[6]
6
Properties=species:S:1:pos:R:3 method="wB97M-V/def2-TZVPD" homo_lumo_gap_ev=8.780 smiles="O=C=P.Cl" relative_energy_kj_mol=164.0 lumo_energy_ev=-0.3 e_tot_ha=-916.009205
O -2.14392 0.40635 -2.09130
C -1.38394 0.72314 -1.22382
P -0.10508 1.16813 -0.25220
H 0.94988 0.76991 -1.04083
Cl 2.93702 -0.19590 -0.00526
H 2.21462 0.19082 1.29274

=====

[7]
9
Properties=species:S:1:pos:R:3 method="wB97M-V/def2-TZVPD" homo_lumo_gap_ev="7.621 / 7.661" relative_energy_kj_mol=365.9 lumo_energy_ev="-2.0 / -2.1" e_tot_ha=-700.725031
C -0.77997 -0.83125 -0.11354
N -1.04406 0.80686 1.36669
N -0.08981 -0.15012 -0.87972
N -1.35196 -1.87155 0.26396
F 2.43806 1.44468 -1.86035
F -1.32842 -2.21261 1.57618
I 0.40287 1.48940 2.28146
H -0.49447 0.73801 -1.20607
H 2.24776 0.58659 -1.42861

=====

[8]
9
Properties=species:S:1:pos:R:3 method="wB97M-V/def2-TZVPD" homo_lumo_gap_ev="8.884 / 5.732" total_charge=+1 relative_energy_kj_mol=888.6 lumo_energy_ev="-6.9 / -7.4" e_tot_ha=-764.535571
C 1.72548 0.17821 0.37310
N -1.85399 0.10480 0.62437
N -0.02776 -1.32752 -0.04586
O 1.04288 -1.29735 0.34445
F 0.79706 0.93703 0.86926
F 1.82732 0.55208 -1.00568
P -2.91358 0.24828 -0.35100
H 2.58637 0.30688 1.01437
H -3.18380 0.29761 -1.82300

=====

[9]
9
Properties=species:S:1:pos:R:3 method="wB97M-V/def2-TZVPD" homo_lumo_gap_ev=9.560 smiles="C=P(F)=NP(F)F" relative_energy_kj_mol=61.3 lumo_energy_ev=-0.4 e_tot_ha=-1076.411200
C -0.06168 -0.31776 0.20579
P -0.87922 0.41860 1.49546
F -2.33072 -0.30132 1.67968
N -0.66155 1.39129 2.67868
P 0.37223 1.65436 4.00082
F 1.78228 1.86294 3.26231
F 0.65620 0.07127 4.35630
H -0.57303 -0.68934 -0.61355
H 0.83677 -0.03443 -0.19164

=====

[10]
12
Properties=species:S:1:pos:R:3 method="wB97M-V/def2-TZVPD" homo_lumo_gap_ev="6.389 / 10.624" s_squared=0.754 relative_energy_kj_mol=0.0 lumo_energy_ev="-0.3 / -0.4" e_tot_ha=-1252.309514 spin_multiplicity=2
Sn -2.36258 0.04160 1.88053
O -0.41697 0.37480 1.17160
S -0.87814 0.48949 -0.26635
O -0.37605 1.62179 -1.02110
O -2.36162 0.30596 -0.19284
C -0.26772 -1.02259 -1.16749
F -0.98623 -1.19103 -2.26327
F 0.99927 -0.85272 -1.50058
F -0.38666 -2.08396 -0.39214
O 2.37406 0.46464 1.48417
H 2.83010 0.57306 0.64415
H 1.83254 1.27898 1.62333